# BrCdIN2O6

A structure of composition BrCdIN2O6 at a distorted geometry (wB97M-V/def2-TZVPD, OMol25).

The total energy comes out at -3600.17253 a.u. The lowest unoccupied orbital energy (alpha / beta) is 1.282 / -1.815 eV. As for the HOMO-LUMO gap (alpha / beta): 0.25162 / 0.13614 hartree. For the HOMO energy (alpha / beta), the calculation gives -0.20452 / -0.20286 hartree. Its expectation value of S² is 0.7570.

Geometry as ORCA input:
```
! RIJCOSX wB97M-V def2-TZVPD def2/J DEFGRID3
* xyz -1 2
I 3.618 0.865 1.877
Cd 1.136 1.520 0.790
Br 1.073 1.487 -2.107
O 0.695 -0.657 0.652
O -1.473 1.479 0.529
O -2.755 1.512 -1.067
O -0.309 -2.338 -0.653
O 1.652 -2.416 0.419
O -2.213 -0.445 -0.270
N 0.694 -1.870 0.123
N -2.116 0.861 -0.293
*
```

Löwdin atomic charge list, values in e, 5 entries: number 1, I, carries -0.295; number 2, Cd, carries 0.990; number 3, Br, carries -0.437; number 4, O, carries -0.136; number 5, O, carries -0.179